Formula: C19H28N2O
Source: the OMol25 dataset
Level of theory: the ωB97M-V functional and the def2-TZVPD basis

Output
total charge	0
relative energy (zero: lowest compared OMol25 entry of this formula, charge and spin)	409.1	kcal/mol
HOMO-LUMO gap	8.4	eV
strongest force on any atom	17.136	eV Å⁻¹

Element x y z (Å)
C (-2.8523, -3.3738, -1.2492)
H (-3.6757, -3.9253, -0.7244)
H (-2.2278, -4.0845, -1.8335)
H (-3.4157, -2.7806, -2.1215)
C (-2.2082, -2.0683, -0.4633)
N (-3.0990, -1.4602, 0.3690)
C (-2.9522, -1.4184, 1.9234)
C (-1.9471, -0.4696, 2.1273)
C (-1.7933, 0.7727, 1.3139)
C (-1.0254, 1.7805, 1.8439)
C (-0.7297, 2.7386, 0.9796)
C (-1.4278, 3.0396, -0.2553)
C (-2.4490, 2.2353, -0.5301)
C (-2.5333, 0.7795, 0.2021)
C (-3.4820, -0.1341, -0.3557)
H (-3.3796, -0.2869, -1.2267)
H (-4.5433, 0.1283, 0.1952)
H (-2.8752, 2.1470, -1.3681)
H (-1.5032, 3.8523, -0.8131)
H (-0.1021, 3.5881, 1.4831)
H (-0.4018, 1.6912, 2.6731)
H (-2.0049, -0.3783, 3.3530)
H (-0.9462, -1.1595, 2.2375)
H (-2.7914, -2.5856, 2.2230)
H (-4.0280, -1.1254, 1.7880)
H (-1.5786, -2.8429, 0.2873)
C (-1.2604, -1.2494, -1.2037)
O (-1.4495, -1.3082, -2.5870)
N (-0.0591, -0.8948, -0.5452)
H (-0.0912, -1.0294, 0.4233)
C (0.7262, 0.0217, -1.3605)
H (0.3740, 1.1960, -1.1227)
C (2.1545, -0.1191, -0.7936)
C (3.0940, 0.8938, -1.6242)
C (4.5729, 0.7003, -1.1887)
C (4.7065, 0.8653, 0.1572)
C (3.7330, 0.3000, 0.9729)
C (2.3898, 0.2070, 0.8831)
H (2.0438, 1.3573, 0.7636)
H (1.8546, -0.3755, 1.3236)
H (3.8217, 0.5056, 2.3407)
H (4.2815, -0.9708, 1.2167)
H (5.8337, 0.9880, 0.5923)
H (4.4665, 2.2317, 0.4283)
H (5.2909, 1.2676, -1.9604)
H (4.7073, -0.3788, -1.3034)
H (2.7023, 1.8668, -1.5130)
H (2.8551, 0.5240, -2.5942)
H (2.4274, -1.1524, -1.0232)
H (0.7972, -0.1064, -2.3405)